This record from the Open Molecules 2025 dataset describes the molecule C3H6S2 in a non-equilibrium geometry. The level of theory is wB97M-V/def2-TZVPD.

Bonds (Å) are listed after each position.
Positions of all 11 atoms, in Å:
1 C 0.03460 0.81381 -0.04524  C2 1.490, H6 1.115, H7 1.102, H8 1.078
2 C -0.16062 -0.61338 0.33730  C1 1.490, S3 1.817, C4 1.461, H9 1.058
3 S 0.73049 -1.70821 -0.80704  C2 1.817, H10 1.278
4 C 0.26850 -0.78143 1.72338  C2 1.461, S5 1.674, H11 1.140
5 S -0.47808 -1.61532 2.96770  C4 1.674
6 H 0.09344 1.48364 0.84464  C1 1.115
7 H -0.78752 1.01574 -0.75113  C1 1.102
8 H 1.00758 0.75043 -0.50461  C1 1.078
9 H -1.14195 -1.00529 0.28224  C2 1.058
10 H 0.72092 -2.77268 -0.09978  S3 1.278
11 H 1.25441 -0.21981 1.83435  C4 1.140

M: 106.2 g mol⁻¹
SMILES string: C[C@@H](S)C=S
Lowest unoccupied orbital energy (alpha / beta): -0.60 / -0.60 eV
Kohn-Sham gap (alpha / beta): 8.385 / 8.385 eV
Calculated total energy: -24877.3460 eV
Multiplicity: 1
Charge: 0

---

This record from the Open Molecules 2025 dataset describes the molecule C3H6S2 in a non-equilibrium geometry. The level of theory is wB97M-V/def2-TZVPD.

Bonds (Å) are listed after each position.
Positions of all 11 atoms, in Å:
1 C 1.08385 -0.65736 0.28912  C2 1.495, H6 1.050, H7 1.135, H8 1.052
2 C -0.35018 -0.23448 0.29357  C1 1.495, S3 1.855, C4 1.485, H9 1.086
3 S -1.34783 -1.04102 -1.04606  C2 1.855, H10 1.289
4 C -0.60547 1.20865 0.05201  C2 1.485, S5 1.657, H11 1.094
5 S 0.62007 2.32264 0.09923  C4 1.657
6 H 1.41952 -0.87986 -0.68101  C1 1.050
7 H 1.20422 -1.58495 0.93269  C1 1.135
8 H 1.65059 0.10636 0.73937  C1 1.052
9 H -0.77659 -0.74310 1.15291  C2 1.086
10 H -1.23842 0.04562 -1.72984  S3 1.289
11 H -1.65978 1.45752 -0.10200  C4 1.094

M: 106.2 g mol⁻¹
SMILES string: C[C@H](S)C=S
Lowest unoccupied orbital energy: -0.68 eV
Kohn-Sham gap: 8.385 eV
Calculated total energy: -24877.4066 eV
Multiplicity: 1
Charge: 0

---

This record from the Open Molecules 2025 dataset describes the molecule C3H6S2 in a non-equilibrium geometry. The level of theory is wB97M-V/def2-TZVPD.

Bonds (Å) are listed after each position.
Positions of all 11 atoms, in Å:
1 C 2.05803 -0.76980 0.01375  S2 1.722, H6 1.155, H7 1.114, H8 1.197
2 S 0.90774 0.50141 -0.15234  C1 1.722, C3 1.666
3 C -0.66330 -0.05215 -0.18139  S2 1.666, C4 1.620, S5 1.628
4 C -1.73352 1.15596 -0.03645  C3 1.620, H9 1.158, H10 1.077, H11 1.169
5 S -1.27203 -1.55999 -0.10344  C3 1.628
6 H 1.77322 -1.64248 -0.68690  C1 1.155
7 H 3.13512 -0.54927 -0.16882  C1 1.114
8 H 1.86187 -1.55285 0.89773  C1 1.197
9 H -1.44948 2.27546 -0.11849  C4 1.158
10 H -2.66506 1.10470 -0.57379  C4 1.077
11 H -1.95258 1.08901 1.11014  C4 1.169

M: 106.2 g mol⁻¹
SMILES string: CSC(C)=S
Lowest unoccupied orbital energy: 0.06 eV
Kohn-Sham gap: 8.641 eV
Calculated total energy: -24877.1381 eV
Multiplicity: 1
Charge: 0

---

Look up the multiplicity of the third one.
1

---

What is the multiplicity in the first record?
1

---

Which of these has the lowest calculated total energy?
number 2